# 1
The following is a DFT calculation (ωB97M-V/def2-TZVPD) of a molecular structure, C40H47F12NO43PS3 at a distorted geometry.

The geometry in XYZ format:
```
147
Properties=species:S:1:pos:R:3:forces:R:3:lowdin_charge:R:1
C 0.81434 2.14614 -0.27148 0.45 -0.21 -0.21 -0.104
O 0.64609 0.85037 -0.79068 0.14 0.10 0.32 -0.194
C -0.40605 0.08895 -0.25307 -0.10 -0.51 -0.16 -0.218
C 0.00940 -1.37772 -0.08391 -0.32 0.41 -0.24 -0.173
C 0.91194 -1.94313 -1.18985 -0.30 -0.11 0.06 -0.204
S 2.58112 -2.34513 -0.62910 0.27 -0.02 0.57 0.514
O 2.65761 -2.01931 0.77603 0.02 0.36 0.11 -0.356
O 2.78183 -3.73771 -0.93755 0.06 -0.15 -0.33 -0.340
N 3.66595 -1.38293 -1.36045 -0.42 -0.10 -0.59 -0.351
S 3.93463 -1.58356 -2.91328 0.21 0.12 0.67 0.359
O 3.04225 -2.46125 -3.61364 -0.34 -0.16 -0.07 -0.351
O 5.35261 -1.74374 -3.12074 0.56 -0.01 -0.19 -0.369
P 3.61299 0.35051 -3.85577 -0.14 -0.54 -1.09 0.120
O 4.80521 1.29963 -3.37204 -0.28 0.13 0.44 -0.217
O 2.26601 0.84203 -3.16470 0.05 0.26 0.55 -0.231
S 3.46862 0.26874 -5.76686 0.36 -0.22 -0.10 0.318
H 0.50607 2.90335 -0.99094 -0.18 0.06 0.02 0.066
H 1.88030 2.28273 -0.06732 0.01 0.08 0.00 0.096
H 0.27895 2.29502 0.66937 -0.15 -0.01 0.01 0.077
H -1.27941 0.13329 -0.91345 -0.03 0.16 -0.06 0.115
H -0.70370 0.46771 0.73017 -0.05 0.13 0.01 0.113
H 0.44485 -1.50668 0.90325 0.28 -0.15 -0.10 0.099
H -0.92156 -1.93813 -0.10315 0.04 -0.11 0.08 0.081
H 0.96674 -1.32434 -2.08181 0.10 0.23 0.10 0.083
H 0.51085 -2.90151 -1.51269 0.17 -0.09 -0.01 0.097
H 4.86885 1.27844 -2.40479 0.25 -0.04 0.06 0.075
H 2.18301 1.80274 -3.19071 -0.15 0.10 -0.05 0.071
C -3.12979 -3.31709 2.14518 0.26 -0.22 0.09 -0.032
C -4.63420 -3.17119 2.11844 0.12 0.19 0.07 -0.302
O -4.81849 -2.12400 1.18899 -0.06 -0.25 -0.11 0.096
C -3.75536 -2.15692 0.31593 0.24 0.04 -0.11 -0.543
O -3.72121 -1.58663 -0.71618 -0.07 0.22 0.03 0.192
O -2.76922 -2.93584 0.81118 -0.46 -0.09 0.21 0.068
F -5.13671 -2.79292 3.32551 -0.03 0.09 -0.04 0.068
H -2.67523 -2.62905 2.85779 -0.13 0.06 0.04 0.125
H -2.79952 -4.33049 2.35546 0.05 -0.02 -0.20 0.144
H -5.17658 -4.05487 1.77835 -0.07 -0.01 0.10 0.173
C 7.44418 -1.51829 -0.55144 -0.29 -0.24 -0.05 -0.036
C 8.15697 -0.71980 -1.61578 -0.20 0.10 0.15 -0.306
O 9.38462 -0.38659 -0.96927 0.10 -0.22 -0.20 0.128
C 9.63969 -1.35444 -0.05196 -0.12 0.05 0.07 -0.562
O 10.69025 -1.50577 0.48671 0.13 0.00 0.06 0.151
O 8.55023 -2.11242 0.15786 0.01 0.11 -0.08 0.080
F 7.50248 0.42209 -1.92881 0.12 0.08 0.07 0.073
H 6.88534 -0.87223 0.12547 0.01 0.09 -0.05 0.148
H 6.77820 -2.27445 -0.95571 0.10 -0.10 0.04 0.130
H 8.36672 -1.27378 -2.53006 -0.06 0.10 -0.09 0.175
C -7.41177 -0.18345 1.06327 0.19 -0.03 -0.15 -0.033
C -8.38870 -1.31870 1.28309 0.07 0.12 0.15 -0.303
O -9.64179 -0.67436 1.11076 0.04 -0.15 -0.18 0.112
C -9.44920 0.38141 0.27256 -0.01 0.07 0.00 -0.570
O -10.32346 0.97153 -0.27065 -0.11 0.06 0.09 0.165
O -8.13505 0.65006 0.14629 -0.02 -0.05 0.06 0.083
F -8.31617 -1.82438 2.53919 -0.06 0.07 0.01 0.074
H -7.23578 0.36511 1.99033 -0.06 -0.05 0.06 0.140
H -6.46518 -0.49953 0.63735 -0.09 0.07 -0.17 0.125
H -8.29871 -2.13094 0.56299 0.00 -0.08 0.08 0.160
C -5.28521 -0.34931 6.52340 -0.03 -0.22 0.17 -0.051
C -5.61172 0.67450 5.46279 0.15 0.08 0.05 -0.310
O -4.38389 0.79617 4.77199 -0.18 -0.16 -0.15 0.135
C -3.71652 -0.38847 4.90396 0.00 -0.02 0.04 -0.547
O -2.78462 -0.70805 4.24818 0.08 0.03 0.01 0.178
O -4.28221 -1.13899 5.87530 0.00 0.16 -0.03 0.077
F -5.95092 1.87809 5.99607 0.04 -0.01 0.00 0.070
H -4.85871 0.12037 7.41147 -0.03 0.14 -0.05 0.147
H -6.13407 -0.95875 6.80577 0.07 -0.19 -0.11 0.120
H -6.39197 0.36870 4.76396 -0.08 0.08 0.03 0.169
C 4.03140 4.97914 -8.16755 0.01 -0.02 -0.15 -0.056
C 5.08916 4.77259 -7.10300 -0.09 0.08 0.09 -0.312
O 4.31756 4.40493 -5.98122 0.06 -0.18 -0.09 0.136
C 3.17668 3.81242 -6.43658 0.11 0.00 -0.06 -0.551
O 2.44913 3.15763 -5.77850 -0.31 0.40 0.22 0.113
O 3.01748 4.06061 -7.76128 0.07 0.03 0.04 0.075
F 5.76872 5.91643 -6.82892 -0.06 0.00 0.03 0.067
H 3.63967 5.99714 -8.13344 0.08 0.04 0.07 0.142
H 4.37366 4.75125 -9.17302 -0.08 -0.15 0.01 0.137
H 5.80638 3.97950 -7.31866 0.09 0.07 0.00 0.175
C 13.87118 -2.29610 0.08393 -0.15 0.22 0.01 -0.043
C 15.24272 -2.73359 0.53967 -0.14 -0.18 0.08 -0.314
O 15.34574 -4.04029 0.00754 0.17 0.14 -0.16 0.125
C 14.55307 -4.09276 -1.10711 -0.12 0.05 0.02 -0.553
O 14.60468 -4.95098 -1.92155 0.00 -0.09 0.01 0.175
O 13.73489 -3.02297 -1.14812 0.08 -0.01 0.09 0.085
F 15.35580 -2.79383 1.89271 0.00 -0.04 -0.01 0.070
H 13.09094 -2.60627 0.77860 0.06 -0.04 0.06 0.137
H 13.79522 -1.22655 -0.08474 -0.03 -0.04 -0.21 0.126
H 16.06207 -2.12685 0.15007 0.03 0.04 0.09 0.153
C 18.36747 0.31198 -0.99603 0.06 -0.11 -0.07 -0.048
C 18.55129 0.95062 0.36497 -0.07 0.14 -0.09 -0.315
O 17.29284 1.55711 0.58685 -0.01 -0.21 0.12 0.136
C 16.35741 0.84943 -0.10828 0.04 0.08 -0.09 -0.544
O 15.18922 0.92951 0.04759 -0.02 0.01 0.01 0.194
O 16.96651 0.02316 -0.99815 0.08 0.01 0.05 0.055
F 19.51484 1.90225 0.36150 -0.05 0.03 -0.02 0.076
H 18.59610 1.01937 -1.79390 0.04 0.08 0.06 0.145
H 18.94641 -0.59648 -1.13459 -0.14 -0.09 0.03 0.140
H 18.75560 0.24677 1.17362 0.10 0.05 0.03 0.173
C -9.81072 0.02741 8.95411 -0.11 0.05 0.07 -0.046
C -8.55910 0.52742 8.26492 0.05 -0.17 0.02 -0.312
O -8.38339 -0.42783 7.23437 -0.18 0.27 -0.10 0.097
C -9.61970 -0.92965 6.91366 -0.03 -0.08 0.09 -0.539
O -9.85887 -1.54926 5.93922 0.03 -0.06 -0.04 0.201
O -10.51277 -0.59701 7.87540 0.09 0.06 0.04 0.078
F -7.47465 0.50416 9.07830 0.01 -0.06 -0.03 0.075
H -9.56785 -0.71667 9.71374 0.11 0.01 -0.01 0.146
H -10.41078 0.81827 9.39414 -0.11 -0.01 -0.13 0.141
H -8.64629 1.52088 7.82262 0.10 0.05 0.06 0.175
C 0.62334 5.87704 3.11443 0.13 -0.02 0.08 -0.054
C -0.74966 5.23899 3.14930 -0.04 0.12 -0.11 -0.316
O -1.14076 5.29178 1.79255 0.08 -0.21 0.05 0.133
C -0.00754 5.27722 1.03003 0.05 -0.01 0.03 -0.546
O 0.02598 5.05050 -0.12793 -0.07 0.28 -0.06 0.179
O 1.07673 5.53245 1.80466 -0.06 0.03 0.07 0.073
F -1.62800 5.95054 3.89939 0.00 0.04 -0.05 0.070
H 0.55058 6.96199 3.20374 -0.11 0.00 0.03 0.142
H 1.30310 5.49146 3.86870 0.08 -0.10 -0.12 0.139
H -0.76110 4.20077 3.48477 -0.07 0.02 0.10 0.174
C -8.80990 -3.27164 -3.54654 -0.03 -0.06 -0.13 -0.046
C -8.66010 -1.93240 -2.85538 0.01 -0.11 0.15 -0.301
O -7.65562 -2.20251 -1.89488 -0.04 0.12 -0.26 0.109
C -6.88221 -3.22784 -2.37288 0.03 0.10 0.16 -0.535
O -5.83527 -3.52204 -1.91689 0.04 -0.29 0.07 0.204
O -7.49463 -3.82285 -3.42263 -0.08 0.09 0.03 0.080
F -9.79402 -1.55671 -2.21431 0.04 -0.03 0.05 0.080
H -9.52191 -3.90620 -3.01670 -0.04 0.08 0.07 0.144
H -9.09625 -3.19183 -4.59098 0.18 -0.04 -0.05 0.140
H -8.32859 -1.12113 -3.50448 -0.10 0.10 0.05 0.179
C -0.49961 2.29302 -4.87277 0.22 -0.02 0.10 -0.045
C -1.27623 1.02125 -5.12339 -0.08 0.06 0.17 -0.300
O -2.58344 1.51770 -5.39968 0.10 -0.07 -0.27 0.126
C -2.45129 2.77288 -5.90536 0.03 0.04 0.10 -0.564
O -3.31500 3.37034 -6.45952 -0.06 0.03 0.02 0.160
O -1.20158 3.23721 -5.69796 0.00 -0.10 0.03 0.077
F -1.32825 0.21770 -4.03992 -0.09 0.06 0.02 0.085
H -0.57811 2.59877 -3.82725 -0.10 -0.10 0.03 0.146
H 0.54347 2.22681 -5.15903 -0.03 0.09 -0.22 0.097
H -0.92706 0.44070 -5.97816 0.03 -0.09 0.06 0.176
C -13.21194 -0.68211 1.77353 0.06 0.33 0.00 -0.047
C -13.37678 -1.83018 0.80509 0.13 -0.02 0.18 -0.315
O -14.08688 -2.77941 1.58289 -0.19 0.11 -0.16 0.130
C -14.80983 -2.09527 2.51666 0.11 0.04 0.05 -0.553
O -15.69067 -2.55642 3.15803 -0.01 -0.06 0.06 0.178
O -14.38228 -0.81258 2.59167 0.04 -0.10 -0.10 0.071
F -12.18972 -2.34884 0.42309 -0.01 -0.18 0.02 0.078
H -12.31901 -0.80035 2.38786 0.05 -0.14 -0.08 0.142
H -13.18688 0.28880 1.28724 -0.15 0.03 0.05 0.141
H -13.95904 -1.59137 -0.08643 0.07 -0.03 -0.07 0.173
```
Forces are in eV/Å.

Total charge: -1
E_HOMO in eV: -5.89

=====

# 2
The following is a DFT calculation (ωB97M-V/def2-TZVPD) of a molecular structure, C40H47F5KN4OP2SeTe at a distorted geometry.

The geometry in XYZ format:
```
102
Properties=species:S:1:pos:R:3:forces:R:3:lowdin_charge:R:1
K 12.08217 -19.14098 2.50206 0.26 0.11 0.30 0.344
C 14.29336 -23.80227 9.79430 1.23 -0.73 -1.49 -0.238
P 13.70981 -23.39856 8.04155 3.00 3.67 -0.33 0.933
C 14.00839 -24.97097 7.23953 1.33 -0.66 -0.07 -0.411
N 15.10793 -25.63457 6.85269 -1.45 -0.96 0.35 0.167
C 14.84163 -26.95617 6.55465 2.50 0.32 -0.25 -0.180
C 15.99358 -27.82363 6.31991 -0.34 1.88 0.32 -0.022
C 15.89379 -29.14452 6.15130 -1.49 -1.42 0.20 -0.094
C 14.59523 -29.73580 5.96733 -0.31 3.46 0.80 -0.060
C 13.51058 -28.87613 6.09301 -1.83 -3.06 -1.29 -0.029
C 13.58476 -27.55577 6.57037 0.06 0.67 -0.12 -0.252
N 12.51190 -26.87612 7.02298 0.29 1.35 -0.22 0.157
C 12.76610 -25.58767 7.33193 -1.80 -2.71 -0.64 -0.431
P 11.49296 -24.52680 8.07752 -2.25 0.51 0.85 0.900
C 11.33216 -25.47933 9.64322 -2.56 -0.38 -1.14 -0.256
C 9.96547 -24.62663 6.97502 0.00 -0.38 -0.53 -0.721
C 9.50925 -26.05399 6.59035 -0.21 0.25 0.83 -0.111
C 8.83099 -23.82190 7.65192 0.68 1.05 -1.12 -0.117
C 10.41104 -23.85150 5.68300 2.07 1.09 -0.40 -0.121
C 14.91718 -22.13072 7.25609 0.24 0.45 -0.16 -0.706
C 13.99014 -21.15341 6.47794 -0.28 -0.45 -1.26 -0.143
C 16.00526 -22.68203 6.33613 -0.61 -0.66 -1.26 -0.116
C 15.66800 -21.32299 8.33950 -1.83 0.23 0.41 -0.121
H 15.27105 -23.31026 9.84845 -0.21 -0.05 0.32 0.016
H 14.53003 -24.90029 9.81023 -0.61 0.95 0.57 0.053
H 13.62428 -23.39878 10.54856 -0.10 -0.37 0.04 0.033
H 16.94049 -27.32492 6.35793 0.44 0.13 0.16 0.105
H 16.69944 -29.83793 6.23572 0.88 0.03 -0.35 0.094
H 14.49847 -30.76287 5.79580 -0.31 -1.23 -0.55 0.078
H 12.48992 -29.25556 5.70118 1.54 0.63 1.30 0.139
H 12.16665 -25.49103 10.26669 1.62 0.49 0.79 -0.005
H 11.15575 -26.50544 9.37083 -0.46 -0.72 0.24 0.020
H 10.47740 -25.04720 10.19651 0.34 -0.38 -0.17 0.045
H 9.14208 -26.56560 7.51277 0.76 0.02 -0.45 0.078
H 10.34183 -26.62391 6.09052 -1.29 0.47 0.40 0.070
H 8.56162 -25.94347 6.04627 0.42 -0.24 -0.70 0.066
H 8.49026 -24.22752 8.58870 -0.11 -0.32 0.41 0.054
H 7.97906 -23.80965 6.92690 0.48 0.22 0.64 0.085
H 9.21735 -22.76642 7.82762 -0.71 -1.20 -0.19 0.094
H 10.55319 -22.69230 5.75797 -0.05 -2.07 0.60 0.105
H 9.72631 -23.90216 4.83423 -0.32 -0.61 0.18 0.060
H 11.42997 -24.26975 5.30137 -1.69 0.70 0.52 0.097
H 13.28312 -21.62774 5.68456 1.50 0.48 1.15 0.095
H 14.62910 -20.37561 5.98958 -0.52 -0.60 0.10 0.087
H 13.30479 -20.63510 7.12907 -0.20 0.26 0.46 0.042
H 15.65418 -22.86125 5.27272 0.26 0.14 1.18 0.084
H 16.36026 -23.63286 6.73224 0.33 0.12 -0.14 0.046
H 16.82661 -21.97006 6.27908 0.13 0.08 -0.11 0.073
H 14.98923 -21.23933 9.24869 1.03 0.32 -0.85 0.083
H 15.91062 -20.30699 7.94383 -0.04 -0.75 0.42 0.090
H 16.55661 -21.88548 8.58074 0.43 0.12 0.43 0.062
C 4.31508 -23.46165 4.08411 -0.14 -2.18 0.36 -0.087
C 4.01455 -22.39646 3.08049 -0.17 0.75 -0.90 -0.246
N 5.20744 -21.94401 2.41877 1.68 1.14 1.14 -0.098
C 5.68823 -22.85567 1.37850 1.38 -0.73 0.95 -0.237
C 4.69167 -23.31142 0.35086 1.28 -1.04 -1.33 -0.096
C 6.13960 -21.19689 3.22903 -3.46 -0.52 0.20 -0.365
O 5.90911 -20.92550 4.42241 0.87 -0.67 -2.45 0.073
C 7.12209 -20.55294 2.37085 0.24 2.31 -1.82 -0.142
C 6.73255 -19.90863 1.11841 2.02 -1.22 0.83 0.039
C 7.78300 -19.25274 0.40286 -2.61 0.18 0.50 -0.066
C 9.02604 -19.21464 0.95440 1.66 -0.52 1.73 -0.148
N 9.34000 -19.61659 2.23594 -1.08 -0.50 -1.50 0.020
C 8.36407 -20.26482 2.90854 1.02 0.62 0.99 -0.060
H 3.34667 -23.87224 4.44771 0.71 0.29 0.26 0.081
H 4.94747 -23.05489 4.87628 -0.41 -0.16 0.11 0.065
H 4.87422 -24.38938 3.67127 -0.85 1.62 0.26 0.101
H 3.50022 -21.47881 3.49777 0.37 -1.27 -0.24 0.148
H 3.49219 -22.78709 2.19769 -0.91 0.04 0.83 0.095
H 6.12694 -23.75919 1.87781 -0.31 0.48 -0.40 0.128
H 6.53189 -22.41113 0.85856 -0.02 0.20 0.16 0.103
H 4.17960 -24.25654 0.57644 0.23 0.32 -0.15 0.087
H 5.23968 -23.35458 -0.62607 -0.22 -0.82 0.80 0.096
H 4.00289 -22.59018 0.06487 -1.73 1.57 0.12 0.049
H 5.73371 -20.10593 0.69780 0.54 0.51 0.38 0.120
H 7.59744 -18.59023 -0.45929 -0.04 -0.96 0.15 0.113
H 9.84946 -18.87161 0.30616 -0.26 0.18 0.71 0.112
H 8.52634 -20.53021 4.01114 0.11 0.34 -1.80 0.161
F 16.86046 -15.63898 7.12949 -0.56 0.21 0.10 0.084
C 15.63588 -16.06992 6.75564 -0.09 -0.10 -1.59 -0.141
C 14.67920 -16.44497 7.68260 -0.63 0.13 0.42 -0.134
F 14.91459 -16.13880 8.98683 -0.12 -0.56 -0.56 0.076
C 13.46957 -17.04148 7.25642 0.83 -0.99 0.64 -0.259
F 12.58675 -17.59314 8.15999 1.34 1.27 -0.43 -0.010
C 13.25579 -17.31513 5.91347 -0.89 0.04 0.16 -0.569
Se 11.56322 -18.15618 5.54268 0.41 0.14 -0.62 0.454
C 14.18542 -16.82573 4.98400 -0.45 0.85 -0.61 -0.212
F 13.79142 -16.80730 3.65860 0.76 -0.19 0.91 -0.008
C 15.35150 -16.15591 5.35630 -0.51 -0.47 1.32 -0.132
F 16.17233 -15.54075 4.48771 -0.22 -0.48 0.15 0.097
Te 14.54999 -21.37026 2.00952 -0.69 0.11 -0.05 0.486
C 15.34056 -21.39981 0.04173 0.46 -0.20 0.51 -0.713
C 14.67558 -21.42350 -1.19076 -1.50 0.43 -0.15 -0.181
C 15.41636 -21.57947 -2.35162 0.80 0.66 -1.24 -0.144
C 16.81257 -21.63593 -2.29702 -0.52 -0.35 0.20 -0.137
C 17.46960 -21.69280 -1.06410 0.66 -0.08 -0.51 -0.124
C 16.75920 -21.54059 0.10350 -1.74 0.23 -1.03 -0.215
H 13.55038 -21.21665 -1.33639 1.83 -0.62 0.74 0.111
H 14.97436 -21.54441 -3.37876 0.07 -0.03 1.12 0.100
H 17.37743 -21.60425 -3.21744 0.10 -0.31 -0.07 0.080
H 18.54764 -21.89799 -1.07554 -0.33 0.42 0.20 0.096
H 17.14081 -21.43709 1.09394 0.81 -0.33 0.27 0.028
```
Forces are in eV/Å.

Total charge: -1
E_HOMO in eV: -3.67

=====

Q: What is the formula in the second record?
A: C40H47F5KN4OP2SeTe